#P
19
Properties=species:S:1:pos:R:3:nbo_charge:R:1 method="wB97M-V/def2-TZVPD" orbital_gap_ev=10.58 smiles=C[C@H]1[C@H]2CCC[C@@H]12 total_charge=0
C 1.026 1.913 -0.311 -0.613
C -0.365 1.319 -0.451 -0.206
C -1.016 0.002 -0.909 -0.222
C -0.654 -1.475 -0.910 -0.391
C 0.406 -1.661 0.169 -0.408
C 0.042 -0.574 1.216 -0.415
C -0.963 0.380 0.549 -0.243
H 1.361 2.389 -1.239 0.213
H 0.968 2.709 0.448 0.212
H 1.801 1.214 0.014 0.207
H -1.052 2.108 -0.763 0.212
H -1.919 0.216 -1.476 0.211
H -1.586 -1.911 -0.511 0.195
H -0.451 -1.960 -1.869 0.209
H 0.370 -2.669 0.598 0.208
H 1.414 -1.524 -0.240 0.199
H 0.942 -0.046 1.556 0.208
H -0.409 -1.021 2.105 0.213
H -1.899 0.541 1.071 0.209

---

#Q
19
Properties=species:S:1:pos:R:3:nbo_charge:R:1 method="wB97M-V/def2-TZVPD" orbital_gap_ev=9.53 smiles="C=C(C)C/C=C/C" total_charge=0
C 1.547 -0.789 1.683 -0.421
C 1.453 -0.068 0.523 0.024
C 2.022 1.232 0.479 -0.656
C 0.667 -0.909 -0.489 -0.443
C -0.622 -0.139 -0.990 -0.205
C -1.817 -0.458 -0.433 -0.184
C -2.893 0.450 -0.756 -0.648
H 1.765 -0.359 2.653 0.178
H 1.649 -1.871 1.673 0.189
H 3.098 1.305 0.322 0.236
H 1.718 1.721 1.433 0.237
H 1.376 1.683 -0.378 0.203
H 1.428 -1.037 -1.440 0.188
H 0.326 -1.945 -0.082 0.230
H -0.380 0.536 -1.810 0.203
H -1.913 -1.378 0.208 0.212
H -2.571 0.655 -1.874 0.226
H -3.907 0.020 -0.493 0.212
H -2.944 1.349 -0.230 0.218

---

#R
19
Properties=species:S:1:pos:R:3:nbo_charge:R:1 method="wB97M-V/def2-TZVPD" orbital_gap_ev="8.51 / 8.15" total_charge=0
C 1.308 1.202 -1.957 -0.677
C 0.489 1.044 -0.709 -0.058
C -0.699 0.134 -0.673 -0.462
C -0.332 -0.652 0.583 -0.118
C -0.769 0.030 1.864 -0.412
C -1.263 -1.355 1.529 -0.422
C 1.077 -0.960 0.362 -0.318
H 0.768 1.609 -2.831 0.217
H 1.671 0.213 -2.271 0.205
H 2.170 1.852 -1.778 0.220
H 0.412 1.925 -0.066 0.188
H -1.676 0.614 -0.540 0.216
H -0.738 -0.510 -1.560 0.205
H -1.463 0.864 1.757 0.205
H -0.046 0.158 2.668 0.216
H -2.300 -1.466 1.229 0.217
H -0.879 -2.178 2.129 0.219
H 1.526 -0.989 -0.609 0.180
H 1.523 -1.739 1.008 0.180

---

#S
19
Properties=species:S:1:pos:R:3:nbo_charge:R:1 method="wB97M-V/def2-TZVPD" orbital_gap_ev=10.69 smiles=CC[C@H]1C[C@H]2C[C@@H]12 total_charge=0
C 2.407 0.080 -0.735 -0.597
C 0.946 -0.237 -0.767 -0.390
C 0.251 0.021 0.568 -0.228
C -0.733 1.218 0.763 -0.381
C -1.904 0.217 0.927 -0.216
C -1.899 -0.531 -0.401 -0.493
C -0.923 -0.885 0.720 -0.198
H 2.864 -0.154 -1.703 0.206
H 2.831 -0.484 0.099 0.197
H 2.544 1.142 -0.526 0.197
H 0.527 0.319 -1.618 0.201
H 0.870 -1.336 -1.056 0.195
H 0.925 -0.017 1.434 0.202
H -0.809 1.926 -0.070 0.199
H -0.516 1.751 1.693 0.213
H -2.697 0.314 1.662 0.220
H -2.130 -1.524 -0.897 0.252
H -1.616 0.056 -1.272 0.203
H -0.936 -1.876 1.179 0.217

---

Q: Which of them is the most stable? A: #P.

---

#P
19
Properties=species:S:1:pos:R:3:nbo_charge:R:1 method="wB97M-V/def2-TZVPD" orbital_gap_ev=10.93 smiles=CC1CC2(CC2)C1 total_charge=0
C 1.703 1.302 -0.844 -0.608
C 0.568 1.283 0.183 -0.197
C -0.869 0.884 -0.295 -0.393
C -0.638 -0.500 0.301 -0.059
C -1.631 -1.599 0.539 -0.419
C -0.530 -1.777 -0.473 -0.413
C 0.545 0.031 1.116 -0.390
H 1.623 2.173 -1.506 0.209
H 1.716 0.403 -1.471 0.205
H 2.678 1.363 -0.339 0.208
H 0.587 2.232 0.732 0.196
H -1.614 1.451 0.278 0.205
H -1.155 0.924 -1.353 0.203
H -2.634 -1.466 0.135 0.214
H -1.601 -2.178 1.459 0.214
H -0.786 -1.791 -1.529 0.210
H 0.293 -2.431 -0.190 0.209
H 1.446 -0.597 1.106 0.201
H 0.298 0.292 2.151 0.206

---

#Q
19
Properties=species:S:1:pos:R:3:nbo_charge:R:1 method="wB97M-V/def2-TZVPD" orbital_gap_ev=10.20 smiles="CC1=CC1.C=CC" total_charge=0
C 0.704 -0.178 1.770 -0.661
C 1.514 0.402 0.678 0.051
C 1.913 1.397 -0.048 -0.214
C 2.527 0.069 -0.382 -0.434
H 1.353 -0.656 2.513 0.230
H 0.102 0.587 2.270 0.223
H 0.034 -0.948 1.370 0.242
H 1.893 2.449 -0.289 0.222
H 2.217 -0.469 -1.286 0.169
H 3.563 -0.143 -0.097 0.173
C -1.010 -1.287 -1.318 -0.412
C -2.069 -0.735 -0.731 -0.170
C -2.148 0.694 -0.279 -0.655
H -1.006 -2.328 -1.630 0.200
H -0.105 -0.711 -1.510 0.192
H -2.956 -1.346 -0.560 0.193
H -2.916 1.240 -0.839 0.220
H -1.188 1.205 -0.416 0.218
H -2.421 0.757 0.782 0.214

---

Q: Which of them is the most stable? A: #P.

---

#P
19
Properties=species:S:1:pos:R:3:nbo_charge:R:1 method="wB97M-V/def2-TZVPD" orbital_gap_ev=10.72 smiles=CC[C@H]1C[C@H]2C[C@@H]12 total_charge=0
C -2.438 -0.619 0.416 -0.604
C -1.289 0.393 0.373 -0.399
C 0.078 -0.269 0.543 -0.202
C 0.657 -0.963 -0.726 -0.399
C 1.924 -0.120 -0.596 -0.223
C 1.617 1.345 -0.618 -0.426
C 1.365 0.571 0.637 -0.221
H -3.400 -0.133 0.218 0.210
H -2.508 -1.105 1.397 0.201
H -2.308 -1.409 -0.334 0.202
H -1.316 0.909 -0.596 0.193
H -1.450 1.164 1.138 0.203
H 0.045 -0.971 1.385 0.204
H 0.078 -0.813 -1.647 0.194
H 0.832 -2.033 -0.590 0.212
H 2.933 -0.484 -0.766 0.214
H 2.494 1.990 -0.592 0.222
H 0.791 1.746 -1.203 0.204
H 1.894 0.798 1.560 0.215

---

#Q
19
Properties=species:S:1:pos:R:3:nbo_charge:R:1 method="wB97M-V/def2-TZVPD" orbital_gap_ev="7.21 / 8.43" total_charge=0
C 1.154 0.720 -1.633 -0.824
C 1.299 -1.043 0.159 -0.282
C 0.201 -0.732 1.036 -0.291
C -0.169 0.756 1.323 -0.401
C -1.531 0.543 0.670 -0.230
C -1.460 -0.038 -0.701 -0.244
C -1.267 -0.945 0.390 -0.240
H 2.047 0.164 -1.917 0.212
H 1.424 1.469 -0.884 0.201
H 0.803 1.264 -2.520 0.208
H 1.316 -2.009 -0.346 0.182
H 2.206 -0.460 0.135 0.183
H 0.198 -1.347 1.943 0.227
H 0.472 1.507 0.856 0.205
H -0.242 0.969 2.391 0.213
H -2.450 0.939 1.102 0.213
H -2.357 -0.136 -1.307 0.216
H 0.077 0.189 -1.319 0.234
H -1.864 -1.810 0.674 0.218

---

Q: Which of them is the most stable? A: #P.

---

#P
14
Properties=species:S:1:pos:R:3:nbo_charge:R:1 method="wB97M-V/def2-TZVPD" orbital_gap_ev=10.19 smiles=FCCN1CC1 total_charge=0
F 1.803 -0.878 -1.423 -0.381
C 1.118 -1.045 -0.199 0.043
C 0.678 0.292 0.451 -0.235
N -0.596 0.616 -0.013 -0.425
C -1.492 1.310 0.933 -0.291
C -1.777 -0.027 0.193 -0.202
H 0.243 -1.743 -0.317 0.165
H 1.888 -1.442 0.395 0.165
H 0.516 -0.037 1.525 0.169
H 1.687 1.014 0.283 0.231
H -1.507 1.513 1.979 0.206
H -1.806 2.260 0.654 0.193
H -2.379 -0.056 -0.644 0.196
H -1.855 -1.096 0.756 0.168

---

#Q
14
Properties=species:S:1:pos:R:3:nbo_charge:R:1 method="wB97M-V/def2-TZVPD" orbital_gap_ev=8.82 total_charge=0
C -0.021 0.815 -1.475 -0.090
C 1.955 -2.609 0.336 -0.482
C -1.532 2.309 -0.133 -0.468
C 0.846 -2.513 0.982 0.237
N -0.312 1.473 -0.418 -0.542
F -0.010 -1.510 0.666 -0.358
H -0.773 1.003 -2.308 0.104
H 0.121 1.431 0.479 0.379
H 2.084 -2.145 -0.549 0.222
H 2.598 -3.431 0.588 0.208
H -2.281 2.016 0.583 0.210
H -2.110 2.756 -0.946 0.216
H -1.062 3.273 0.254 0.193
H 0.498 -2.867 1.940 0.171

---

Q: Which of them is the most stable? A: #P.